Record 1
ORCA calculation (ωB97M-V/def2-TZVPD) on a single C18H24N6 molecule.

Properties
ΔE to the lowest compared entry with this formula, charge and spin: 51.2 kcal per mole
LUMO energy: 0.69 eV
Highest occupied orbital energy: -8.378 eV
Orbital gap: 9.1 eV
Energy: -27994.4603 eV

Each line ends with the Löwdin charge.
Atoms and positions in Å:
C: -1.47163 -1.57897 0.47320  -0.137
H: -1.92840 -2.33362 1.13687  0.123
H: -0.79910 -2.11904 -0.15172  0.086
H: 3.35225 -2.71139 0.98736  0.114
N: 0.49473 0.04529 0.56799  -0.090
H: 2.48383 -0.88669 -1.27585  0.101
C: -2.56276 -0.99972 -0.41475  -0.203
C: 3.60730 -2.04947 0.15616  -0.202
H: -0.09468 0.31649 -1.48063  0.099
C: -1.89136 2.09824 3.59155  -0.152
C: -0.23731 3.06829 0.54331  -0.019
H: 3.03938 1.27016 0.45872  0.103
C: -0.47452 2.14284 -0.46192  -0.259
C: 4.09951 -0.15465 1.63152  -0.190
H: -3.76850 3.11980 3.60058  0.089
C: -2.85021 0.80024 1.38571  -0.148
N: -1.12744 1.19530 2.99268  0.112
C: -3.64168 1.81180 1.94153  -0.018
N: -1.46745 2.40417 -1.32672  0.125
H: -0.20602 -1.11552 2.15281  0.152
C: -3.53525 -0.11718 0.36404  -0.144
H: 4.87348 0.59709 1.86892  0.114
N: -1.99825 4.47437 -0.22369  0.073
H: -3.15874 -1.78740 -0.90084  0.114
C: 0.33353 0.87294 -0.66391  -0.083
H: -4.23966 -0.76679 0.91745  0.124
H: 2.39484 1.05477 2.09120  0.117
H: -3.03284 3.73313 -1.83710  0.101
H: -1.49910 2.58368 4.49374  0.108
C: -0.65835 -0.55084 1.31527  -0.178
C: -3.13043 2.44582 3.08053  -0.068
H: -4.63190 2.09326 1.56285  0.124
C: -1.01965 4.20940 0.61743  -0.147
H: 0.58228 2.89280 1.21407  0.103
H: 1.32808 1.21514 -0.96380  0.120
C: 2.30589 -1.37868 -0.32638  -0.173
H: -4.14023 0.46291 -0.37598  0.124
N: 4.58169 -0.98618 0.48616  -0.079
N: 1.80732 -0.45564 0.70586  -0.148
C: 2.78084 0.52147 1.21472  -0.176
H: 4.81564 -0.42691 -0.33379  0.101
H: 1.54239 -2.16113 -0.51750  0.116
H: -2.10444 -0.43298 -1.23761  0.093
H: 4.02063 -2.62903 -0.69347  0.115
C: -2.19795 3.54037 -1.17434  -0.173
C: -1.56494 0.51386 1.91376  -0.185
H: -0.81766 4.91410 1.41931  0.110
H: 3.90314 -0.78824 2.50341  0.113

***

Record 2
ORCA calculation (ωB97M-V/def2-TZVPD) on a gas-phase ion, C18H24NO3 (charge +1).

Properties
ΔE to the lowest compared entry with this formula, charge and spin: 11.7 kcal per mole
LUMO energy: -2.35 eV
Highest occupied orbital energy: -11.390 eV
Orbital gap: 9.0 eV
Net charge: +1
Energy: -26681.7212 eV

Each line ends with the Löwdin charge.
Atoms and positions in Å:
C: -4.42233 0.94273 -1.78688  -0.044
C: -1.55784 1.76014 0.54304  0.004
H: 1.18174 0.52107 -1.88771  0.143
H: 3.29393 1.81385 -1.81249  0.143
H: 1.72857 -3.07165 0.18717  0.148
H: -0.58739 -3.67474 4.17791  0.112
C: 0.38999 -1.46255 1.84006  -0.236
C: 0.02813 -2.67627 2.39862  -0.017
H: 1.34956 0.13323 -0.29289  0.146
H: 0.00934 2.11259 -2.45115  0.110
C: 1.77622 2.74510 -0.55264  -0.150
C: -3.05715 1.29751 -1.29064  -0.274
H: 0.11994 0.51799 4.55640  0.112
C: 0.09132 -0.37736 3.95523  -0.064
C: -0.27581 -1.58696 4.52284  -0.077
C: 0.98693 -2.42442 -0.29763  -0.126
C: 1.53067 -1.96752 -1.66664  -0.308
H: -3.60293 1.22904 0.77902  0.123
H: 3.13619 -0.74039 -2.45623  0.148
H: 2.33569 3.46332 0.05299  0.142
H: -0.53685 -1.63822 5.56772  0.109
H: -1.37065 1.85805 1.59961  0.118
H: -0.00509 -3.57912 1.80978  0.109
O: 0.70547 2.30233 0.24058  -0.069
H: -4.39440 0.63313 -2.82814  0.078
H: 0.71774 0.62655 2.16620  0.101
C: -2.01437 1.55037 -2.16737  -0.029
H: -2.18065 1.48174 -3.23196  0.119
H: -4.85525 0.14368 -1.18914  0.083
O: 0.53612 -1.38351 -2.47855  -0.004
O: 0.73176 -1.28780 0.50233  -0.092
H: -5.08051 1.80757 -1.70747  0.091
C: 0.42946 -0.31047 2.61750  -0.016
N: 1.89920 0.36490 -1.15783  0.026
H: 1.97132 -2.84441 -2.16017  0.162
H: 3.39261 1.35914 -0.09809  0.143
H: -0.14608 -2.02681 -2.69675  0.122
C: -0.30423 -2.72855 3.74401  -0.065
C: -0.74997 1.89422 -1.71170  -0.041
C: 2.60622 -0.87862 -1.51171  -0.051
H: 1.42173 3.26375 -1.44761  0.127
H: 3.31789 -1.14368 -0.72922  0.152
H: 0.06605 -3.00144 -0.45274  0.143
C: -0.51635 2.00285 -0.34814  -0.264
C: 2.70992 1.56919 -0.92402  -0.070
C: -2.80584 1.41046 0.07448  -0.016

***

Record 3
ORCA calculation (ωB97M-V/def2-TZVPD) on a single C18H24O5 molecule.

Properties
ΔE to the lowest compared entry with this formula, charge and spin: 68.0 kcal per mole
LUMO energy: 0.74 eV
Highest occupied orbital energy: -7.793 eV
Orbital gap: 8.5 eV
Energy: -29290.1282 eV

Each line ends with the Löwdin charge.
Atoms and positions in Å:
H: 1.24759 -3.82545 -2.83895  0.088
C: -4.11585 2.42094 0.45277  0.016
C: 2.06587 0.00284 -0.42451  -0.245
H: -7.34126 0.93183 -1.35733  0.081
H: 0.25413 0.20721 3.22089  0.078
H: -4.32818 3.27717 1.07896  0.109
C: 5.93899 -0.39760 1.69407  -0.065
O: 1.25307 -2.45656 -1.23675  -0.042
H: 3.25353 1.68700 0.46149  0.073
C: -2.84636 1.84496 0.60938  -0.040
C: 4.29616 -1.17323 0.14614  -0.016
H: 6.79575 -0.60740 1.04368  0.092
H: 5.80511 -1.20653 2.39948  0.086
C: -2.46449 0.76604 -0.15473  -0.246
H: -0.07413 1.73492 0.91205  0.123
C: 2.58373 -2.39768 -1.08195  -0.478
C: 0.74748 -3.65190 -1.89884  -0.019
H: -1.01356 -0.82877 -0.46673  0.105
H: 4.91101 -2.08995 0.01169  0.147
C: -1.14590 0.14987 -0.03881  -0.026
C: 3.06843 -1.15343 -0.48626  -0.075
H: -5.20571 0.36354 -2.08032  0.098
O: -6.28699 2.50240 -0.58053  -0.095
C: 2.77534 1.37325 -0.46448  -0.041
H: 1.98861 2.09256 -0.65125  0.071
H: 1.83152 0.37095 4.03139  0.089
H: 6.18579 0.52053 2.24484  0.096
C: -5.04422 1.90054 -0.51425  -0.239
H: 0.94986 -1.18308 0.88821  0.133
H: -0.31394 -3.54607 -2.13240  0.087
H: -2.18834 2.27427 1.35982  0.111
H: 0.80721 -4.52362 -1.24918  0.095
C: 1.29426 -0.09398 3.20496  -0.092
C: -4.61743 0.79319 -1.28399  -0.028
H: 1.35716 -1.19520 3.31512  0.096
H: -6.86160 2.09327 -2.58962  0.099
O: 3.38653 -3.25057 -1.42934  0.080
H: 1.50568 -0.02598 -1.33486  0.132
C: -3.34741 0.25105 -1.12666  -0.031
H: -3.01925 -0.54505 -1.78830  0.112
H: -8.16449 2.47696 -1.38429  0.094
C: -0.05527 0.69125 0.60005  -0.021
H: 3.51943 1.43903 -1.27658  0.095
O: 1.89364 0.28699 1.98604  -0.159
O: 4.74972 -0.14706 0.94490  -0.127
C: -7.19863 1.98730 -1.54363  -0.090
C: 1.16742 -0.14076 0.80862  -0.309